9 unconnected molecules or ions with the total composition C31H54BrFO27 at a distorted geometry. Source: the Open Molecules 2025 dataset; level of theory: ωB97M-V with the def2-TZVPD basis set.

Results
LUMO level (eV): -1.00
Structure (SMILES): C[C@H](Br)CC1=C(F)C(=O)OC1=O.COC(=O)OC.COC(=O)OC.COC(=O)OC.COC(=O)OC.COC(=O)OC.COC(=O)OC.COC(=O)OC.COC(=O)OC
2S+1: 1
Gap between HOMO and LUMO (eV): 9.238

```
114
Properties=species:S:1:pos:R:3:forces:R:3
C -2.766 0.431 -0.808 0.005 -0.023 0.294
C -2.771 -1.098 -0.849 0.105 0.508 -0.580
Br -1.089 -1.695 -1.673 -0.163 -0.270 0.270
C -3.911 -1.705 -1.671 0.317 -0.089 0.896
C -5.226 -1.086 -1.347 0.893 -0.317 -0.805
C -5.997 -0.496 -2.248 -0.734 -0.089 1.270
F -5.782 -0.377 -3.529 -0.095 0.445 -0.239
C -7.192 0.055 -1.499 -0.295 0.665 -1.741
O -7.867 1.005 -1.787 0.159 -1.432 0.673
O -7.265 -0.698 -0.366 -0.010 1.177 1.360
C -5.912 -0.969 -0.036 0.342 -0.519 0.156
O -5.494 -1.036 1.079 -0.646 -0.154 -1.017
H -3.620 0.880 -1.303 -0.215 -0.012 -0.109
H -1.884 0.849 -1.262 0.286 0.077 -0.204
H -2.773 0.767 0.221 -0.083 0.147 0.219
H -2.811 -1.490 0.155 0.256 -0.223 0.199
H -3.689 -1.625 -2.726 -0.129 0.211 -0.316
H -3.953 -2.763 -1.435 -0.037 -0.317 -0.033
C -7.307 5.679 -6.960 0.061 0.175 -0.146
O -8.122 4.540 -6.679 -0.019 0.040 -0.094
C -7.888 3.983 -5.492 -0.090 -0.052 -0.076
O -7.077 4.357 -4.687 0.119 0.061 0.098
O -8.703 2.942 -5.353 -0.108 -0.085 -0.010
C -8.550 2.249 -4.108 -0.168 -0.035 -0.102
H -7.597 6.032 -7.946 -0.099 -0.105 -0.012
H -7.482 6.467 -6.231 0.070 -0.044 0.073
H -6.254 5.405 -6.972 0.009 0.009 0.110
H -8.775 2.908 -3.275 0.125 0.044 0.029
H -7.547 1.852 -4.019 0.126 0.108 0.006
H -9.261 1.429 -4.114 -0.051 0.041 -0.145
C -0.286 -2.251 3.268 -0.098 -0.154 0.106
O 0.080 -1.435 2.154 -0.177 -0.093 -0.023
C 1.036 -0.548 2.405 0.038 -0.041 -0.238
O 1.604 -0.394 3.455 -0.190 0.045 0.029
O 1.269 0.133 1.289 0.006 0.075 -0.086
C 2.293 1.124 1.403 0.156 0.172 -0.120
H -1.064 -2.923 2.918 0.007 0.054 -0.130
H 0.565 -2.837 3.611 0.040 0.078 0.052
H -0.678 -1.641 4.080 0.098 0.025 0.034
H 3.244 0.664 1.665 -0.034 -0.008 0.117
H 2.020 1.874 2.143 0.032 -0.064 0.082
H 2.377 1.595 0.429 -0.105 -0.094 -0.059
C 7.895 -1.070 5.522 0.246 0.012 -0.039
O 6.670 -1.113 6.260 0.061 -0.063 0.017
C 5.572 -1.058 5.509 0.003 -0.134 0.169
O 5.540 -0.975 4.308 0.111 0.059 -0.137
O 4.515 -1.102 6.309 -0.098 -0.102 0.032
C 3.269 -1.075 5.594 -0.182 -0.011 0.257
H 8.697 -1.123 6.251 -0.095 0.006 0.112
H 7.965 -1.921 4.846 -0.072 0.044 -0.065
H 7.976 -0.137 4.968 -0.055 -0.022 -0.055
H 3.187 -1.939 4.940 0.070 0.066 -0.118
H 3.179 -0.163 5.021 0.079 0.009 -0.132
H 2.476 -1.111 6.335 0.128 -0.009 0.133
C 4.072 -1.577 -5.712 0.062 0.038 -0.219
O 3.809 -2.510 -4.664 0.035 -0.050 -0.100
C 3.380 -1.950 -3.532 -0.005 -0.174 0.039
O 3.213 -0.774 -3.351 0.000 0.191 0.009
O 3.172 -2.916 -2.644 0.013 -0.066 0.018
C 2.700 -2.452 -1.376 -0.151 -0.007 0.292
H 4.410 -2.157 -6.566 -0.011 -0.122 0.074
H 3.167 -1.035 -5.980 0.015 0.076 0.082
H 4.855 -0.880 -5.419 -0.070 0.068 0.050
H 1.742 -1.947 -1.486 0.099 0.096 -0.010
H 3.428 -1.786 -0.916 -0.036 0.052 -0.066
H 2.576 -3.327 -0.746 0.084 -0.088 -0.111
C -5.240 -1.237 -6.713 -0.238 0.145 0.041
O -4.612 -2.294 -7.439 -0.088 0.004 -0.043
C -3.307 -2.407 -7.199 -0.067 -0.110 -0.078
O -2.667 -1.718 -6.451 0.090 0.100 0.126
O -2.836 -3.417 -7.926 0.018 -0.067 -0.063
C -1.437 -3.653 -7.760 0.206 -0.131 -0.053
H -6.292 -1.246 -6.985 0.027 -0.134 -0.117
H -5.148 -1.403 -5.643 0.117 0.045 0.005
H -4.810 -0.275 -6.984 0.086 -0.011 0.080
H -1.209 -3.908 -6.727 0.002 0.107 0.032
H -0.861 -2.782 -8.067 -0.016 0.051 0.097
H -1.185 -4.492 -8.401 -0.140 -0.011 -0.045
C -6.179 3.141 -0.254 -0.120 -0.033 -0.097
O -4.815 3.160 0.176 0.010 -0.067 -0.117
C -4.624 3.702 1.377 0.078 -0.065 -0.078
O -5.476 4.155 2.091 -0.115 0.074 0.100
O -3.321 3.648 1.650 0.111 -0.030 0.004
C -2.968 4.197 2.921 0.166 0.053 0.167
H -6.189 2.683 -1.236 0.168 0.046 -0.045
H -6.788 2.548 0.427 -0.014 0.097 0.071
H -6.576 4.151 -0.335 -0.013 0.013 0.119
H -3.455 3.650 3.725 -0.095 0.057 -0.011
H -3.231 5.252 2.970 -0.104 -0.021 0.026
H -1.891 4.091 3.017 0.009 -0.061 -0.130
C 5.585 2.070 6.141 -0.153 -0.071 -0.226
O 5.705 3.156 7.063 -0.108 0.022 -0.034
C 6.958 3.419 7.421 -0.116 0.055 0.050
O 7.939 2.837 7.041 0.146 -0.076 -0.055
O 6.940 4.440 8.276 -0.010 0.075 0.060
C 8.229 4.832 8.746 0.137 0.142 0.137
H 4.527 1.952 5.924 -0.042 0.135 0.121
H 6.113 2.294 5.215 0.091 -0.037 0.043
H 5.964 1.156 6.584 0.133 0.029 0.049
H 8.858 5.158 7.920 0.030 -0.102 -0.025
H 8.707 4.015 9.283 0.037 -0.047 -0.092
H 8.072 5.664 9.426 -0.143 -0.006 -0.021
C 4.980 -6.473 1.311 -0.048 -0.239 0.002
O 4.562 -5.129 1.070 -0.101 -0.055 -0.014
C 5.512 -4.217 1.280 -0.095 0.052 -0.020
O 6.635 -4.442 1.641 0.142 -0.048 0.047
O 4.997 -3.020 1.020 -0.065 0.104 -0.039
C 5.909 -1.932 1.205 0.149 0.256 -0.012
H 4.123 -7.107 1.105 -0.079 0.113 -0.037
H 5.797 -6.747 0.647 0.074 0.045 0.064
H 5.281 -6.601 2.350 0.102 0.039 -0.019
H 6.760 -2.024 0.532 0.012 -0.104 0.029
H 6.241 -1.877 2.237 0.025 -0.060 0.007
H 5.363 -1.025 0.963 -0.133 -0.075 -0.023
```
Forces are in eV/Å.

A molecular structure, C31H54Cl2CoP2 at a distorted geometry. Source: the Open Molecules 2025 dataset; level of theory: ωB97M-V with the def2-TZVPD basis set.

Results
LUMO level (spin up / spin down) (eV): 2.74 / 2.74
Charge: -1
2S+1: 5
Gap between HOMO and LUMO (spin up / spin down) (eV): 5.938 / 7.438

```
90
Properties=species:S:1:pos:R:3:forces:R:3
P 0.094 -0.336 -1.060 -0.326 -0.140 -1.585
C 1.668 0.171 -2.032 -0.244 -0.402 0.305
C 1.921 -0.386 -3.454 -0.290 0.152 -0.131
C 3.275 0.062 -4.032 0.018 -0.132 0.194
C 3.505 1.572 -3.941 -0.119 0.034 0.121
C 3.223 2.102 -2.528 0.002 -0.092 -0.124
C 1.824 1.689 -2.041 0.336 0.308 -0.041
C -1.360 0.426 -1.991 0.388 -0.341 -0.001
C -1.209 0.546 -3.518 -0.106 0.088 0.162
C -2.512 1.063 -4.133 0.095 -0.101 0.030
C -2.934 2.404 -3.533 0.100 0.011 0.003
C -2.997 2.361 -2.001 -0.051 -0.049 -0.039
C -1.741 1.755 -1.359 -0.225 0.396 -0.133
C -0.098 -2.049 -1.819 0.189 0.143 0.087
C 1.079 -2.979 -1.474 -0.152 -0.068 -0.129
C 1.007 -4.258 -2.334 0.030 0.108 0.101
C -0.325 -5.001 -2.165 0.101 0.186 0.250
C -1.520 -4.062 -2.347 0.060 0.097 -0.001
C -1.399 -2.792 -1.492 0.124 -0.111 0.126
H 2.433 -0.251 -1.354 -0.083 0.268 -0.210
H 1.128 -0.036 -4.130 0.298 -0.077 0.148
H 1.873 -1.483 -3.481 0.078 0.275 0.061
H 3.334 -0.261 -5.080 0.056 0.001 0.133
H 4.077 -0.460 -3.492 -0.038 0.068 -0.019
H 4.533 1.816 -4.247 -0.204 -0.039 0.046
H 2.835 2.075 -4.651 0.022 -0.001 0.047
H 3.977 1.697 -1.836 -0.177 0.125 -0.075
H 3.310 3.198 -2.516 0.049 -0.195 0.042
H 1.661 2.110 -1.043 0.084 -0.178 -0.208
H 1.072 2.144 -2.707 0.162 -0.087 0.171
H -2.177 -0.287 -1.791 0.147 0.254 0.004
H -3.295 0.318 -3.947 -0.021 0.024 -0.035
H -0.940 -0.419 -3.980 -0.168 0.330 0.183
H -0.390 1.246 -3.747 -0.331 -0.126 0.002
H -2.390 1.142 -5.219 -0.116 0.051 0.020
H -3.905 2.703 -3.948 0.125 0.023 0.087
H -2.209 3.167 -3.845 -0.013 -0.019 0.035
H -3.144 3.375 -1.610 -0.061 -0.134 -0.010
H -3.871 1.767 -1.698 0.094 0.044 -0.016
H -1.915 1.629 -0.281 0.121 -0.010 -0.214
H -0.911 2.469 -1.458 -0.163 -0.134 -0.031
H -0.096 -1.829 -2.904 0.077 -0.346 0.347
H 2.054 -2.484 -1.605 -0.320 -0.188 0.066
H 0.996 -3.243 -0.405 0.105 0.072 -0.273
H 1.125 -3.998 -3.396 0.064 0.087 0.111
H 1.844 -4.913 -2.071 -0.065 -0.040 -0.081
H -0.361 -5.401 -1.144 -0.008 -0.101 -0.092
H -0.383 -5.844 -2.868 0.002 0.128 0.205
H -2.449 -4.579 -2.088 0.020 -0.044 -0.049
H -1.592 -3.790 -3.407 -0.041 0.085 0.017
H -2.281 -2.157 -1.637 0.163 -0.211 0.036
H -1.376 -3.052 -0.424 -0.144 0.025 -0.265
Co -0.055 -0.004 1.554 0.107 0.682 0.372
Cl -1.888 -1.174 1.445 -1.888 -1.024 -0.535
Cl 2.124 -0.232 1.322 1.774 0.127 -0.060
C -0.492 1.642 2.606 -0.426 0.901 0.444
H -0.838 1.560 3.672 0.057 0.499 -0.923
C -0.530 2.966 2.110 -0.173 0.139 0.221
C -1.165 4.064 2.778 0.452 -0.226 -0.369
C -1.150 5.330 2.222 -0.064 -0.074 -0.071
C -0.554 5.561 0.971 0.087 0.006 -0.054
C 0.055 4.495 0.286 -0.047 -0.143 0.209
C 0.067 3.226 0.849 0.037 0.549 0.056
H -1.651 3.847 3.727 0.057 0.211 -0.060
H -1.618 6.152 2.760 0.034 -0.055 -0.124
H 0.517 4.663 -0.690 -0.099 -0.015 0.258
H 0.551 2.378 0.368 -0.162 0.325 0.100
H -0.553 6.563 0.534 -0.026 -0.305 0.161
C 1.709 -2.830 3.343 0.167 0.092 -0.405
C 0.253 -2.581 3.702 -0.532 -0.082 0.988
P -0.147 -0.796 3.850 0.589 -0.213 -0.423
C -1.743 -0.649 4.768 -0.071 -0.262 -0.019
C -1.849 -1.021 6.249 -0.313 -0.117 0.177
C 1.135 -0.123 4.967 -0.018 -0.175 0.043
C 1.266 -0.774 6.336 0.391 0.216 0.341
H 1.980 -2.209 2.476 0.003 -0.307 0.425
H 1.839 -3.871 3.039 0.118 -0.072 0.198
H 2.411 -2.588 4.154 -0.221 -0.140 -0.118
H -0.405 -2.948 2.902 0.085 0.073 0.237
H -0.041 -3.065 4.642 0.108 -0.397 -0.121
H -2.062 0.394 4.658 -0.002 -0.220 -0.166
H -2.457 -1.250 4.190 0.225 0.176 -0.016
H -1.605 -0.174 6.896 0.120 -0.149 -0.062
H -2.891 -1.283 6.471 0.106 0.012 0.035
H -1.234 -1.876 6.546 -0.073 0.124 -0.108
H 2.079 -0.216 4.414 -0.221 0.103 -0.051
H 0.929 0.951 5.062 0.113 -0.156 -0.053
H 1.153 -1.863 6.311 0.000 0.112 -0.050
H 2.258 -0.556 6.741 0.009 -0.077 0.126
H 0.538 -0.364 7.035 0.056 -0.150 0.017
```
Forces are in eV/Å.

Q: Which value of 2S+1 does entry 1 give?
A: 1

Q: Number 1 is which compound?
A: C31H54BrFO27

Q: The lowest 2S+1 belongs to which entry?
A: C31H54BrFO27